DFT (the ωB97M-V functional and the def2-TZVPD basis) results for a 2-piece molecular cluster, C32H63F9N2OPSi overall in a non-equilibrium geometry.

Last column: Mulliken charge in e.
CARTESIAN COORDINATES (ANGSTROEM)
C 3.967 0.871 7.941  -1.38
C 2.666 1.219 7.192  -0.20
C 2.866 2.518 6.401  -0.45
C 1.529 3.218 6.118  -0.96
N 0.674 2.352 5.283  0.07
Si -0.885 3.124 4.941  -0.02
C -1.266 2.759 3.119  -0.50
C 0.044 2.514 2.332  -1.28
N 0.492 1.123 2.492  1.00
C 0.108 0.308 1.340  -0.25
C 0.636 -1.126 1.427  -1.41
C 1.882 0.998 2.821  0.42
C 2.961 1.833 2.138  -1.06
O 2.212 0.233 3.649  -0.51
C -2.175 2.417 6.137  -0.72
C -3.567 2.117 5.473  -1.57
C -3.792 0.620 5.284  1.00
F -2.610 0.084 4.942  -0.29
F -4.623 0.472 4.242  -0.34
C -4.382 -0.071 6.521  0.56
F -3.559 0.021 7.534  -0.31
F -5.457 0.651 6.862  -0.31
C -4.901 -1.529 6.325  0.70
F -4.987 -2.071 7.539  -0.29
F -6.118 -1.516 5.852  -0.28
C -3.994 -2.480 5.511  0.64
F -3.968 -2.218 4.240  -0.22
F -2.799 -2.476 6.025  -0.23
F -4.464 -3.705 5.652  -0.29
H 4.400 1.740 8.433  0.36
H 4.708 0.500 7.230  0.32
H 3.792 0.082 8.674  0.36
H 2.441 0.402 6.507  0.14
H 1.865 1.302 7.932  0.33
H 3.467 3.226 6.974  0.50
H 3.350 2.286 5.452  0.06
H 1.782 4.122 5.558  0.38
H 1.049 3.526 7.058  0.41
H 0.494 1.463 5.740  0.24
H -0.772 4.583 5.152  -0.22
H -1.869 1.858 2.985  0.25
H -1.816 3.612 2.706  0.40
H -0.176 2.707 1.272  0.46
H 0.799 3.208 2.694  0.43
H -0.983 0.250 1.345  0.38
H 0.439 0.779 0.398  -0.05
H 1.697 -1.167 1.171  0.29
H 0.568 -1.444 2.467  0.40
H 0.089 -1.810 0.780  0.39
H 2.911 2.836 2.563  0.34
H 2.828 1.866 1.055  -0.12
H 3.925 1.409 2.393  0.48
H -1.813 1.562 6.701  0.45
H -2.359 3.187 6.893  0.57
H -3.603 2.621 4.510  0.57
H -4.324 2.568 6.109  0.41
C -0.317 -5.174 -4.118  -1.43
C 0.932 -4.309 -3.975  0.11
C 0.731 -3.122 -3.031  -0.99
C -0.086 -1.952 -3.600  -1.05
P 0.733 -0.809 -4.716  1.19
C 2.282 -0.316 -3.916  -1.56
C 2.282 0.187 -2.467  -0.52
C 1.751 1.596 -2.190  0.35
C 2.327 2.693 -3.080  -1.73
C -0.237 0.692 -4.861  -0.71
C -1.652 0.711 -5.457  -1.04
C -1.776 0.559 -6.974  0.29
C -0.803 1.400 -7.793  -1.36
C 1.346 -1.483 -6.265  -0.94
C 0.500 -2.008 -7.436  -1.11
C -0.679 -2.939 -7.112  0.34
C -0.417 -4.391 -7.505  -1.78
H -1.177 -4.601 -4.472  0.26
H -0.140 -5.983 -4.826  0.40
H -0.585 -5.622 -3.160  0.42
H 1.264 -3.972 -4.960  -0.24
H 1.736 -4.932 -3.580  0.46
H 1.711 -2.759 -2.712  0.32
H 0.233 -3.477 -2.127  0.56
H -0.396 -1.332 -2.749  0.55
H -1.024 -2.309 -4.029  0.77
H 2.787 0.396 -4.573  0.77
H 2.911 -1.212 -3.943  0.53
H 3.318 0.154 -2.121  0.59
H 1.733 -0.517 -1.834  -0.04
H 1.986 1.840 -1.152  0.03
H 0.660 1.610 -2.242  0.08
H 3.396 2.817 -2.904  0.39
H 1.841 3.644 -2.864  0.41
H 2.178 2.492 -4.143  0.32
H 0.382 1.469 -5.314  0.56
H -0.379 1.011 -3.825  0.12
H -2.096 1.671 -5.184  0.46
H -2.264 -0.054 -4.972  0.36
H -2.796 0.827 -7.259  0.47
H -1.675 -0.494 -7.237  -0.36
H -1.015 2.465 -7.681  0.35
H -0.889 1.149 -8.850  0.42
H 0.238 1.231 -7.507  0.28
H 2.065 -2.262 -5.994  0.77
H 1.971 -0.681 -6.679  0.56
H 1.180 -2.513 -8.125  0.59
H 0.136 -1.154 -8.008  0.22
H -1.555 -2.609 -7.676  0.48
H -0.960 -2.877 -6.060  -0.15
H -0.344 -4.488 -8.589  0.47
H -1.235 -5.030 -7.172  0.40
H 0.509 -4.770 -7.068  0.32

* LUMO: -2.143 eV
* F_max: 0.0528 Eh/bohr
* molecular weight: 721.91 g/mol
* net charge: +1
* HOMO: -10.333 eV